No. 1
This record from the OMol25 dataset describes a molecular structure, C19H41N5O7Ti. The level of theory is ωB97M-V with the def2-TZVPD basis set.

Cartesian coordinates (Å):
1 Ti -0.09 -0.38 0.06
2 C -1.46 -4.75 -0.82
3 C -1.66 -3.27 -0.83
4 O -1.00 -2.53 -0.08
5 N -2.45 -2.62 -1.72
6 C -2.95 -3.25 -2.88
7 H -1.56 -5.24 0.15
8 H -0.43 -4.90 -1.14
9 H -2.22 -5.14 -1.50
10 H -2.45 -1.61 -1.73
11 H -2.24 -3.94 -3.34
12 H -3.27 -2.50 -3.60
13 H -3.76 -3.90 -2.53
14 C 1.49 2.66 -1.61
15 C 0.70 2.86 -0.36
16 O 0.37 1.84 0.22
17 N 0.32 4.07 -0.04
18 C -0.56 4.29 1.10
19 H 1.02 1.80 -2.10
20 H 2.54 2.38 -1.49
21 H 1.48 3.53 -2.27
22 H 0.57 4.84 -0.65
23 H -0.22 3.76 1.98
24 H -1.62 4.11 0.90
25 H -0.47 5.36 1.29
26 C -1.02 -0.31 -4.04
27 C -1.73 0.43 -2.95
28 O -1.46 0.18 -1.81
29 N -2.62 1.32 -3.27
30 C -3.36 2.24 -2.37
31 H -1.53 -0.43 -5.00
32 H -0.69 -1.29 -3.70
33 H -0.09 0.18 -4.30
34 H -2.57 1.54 -4.25
35 H -3.53 1.80 -1.39
36 H -4.32 2.45 -2.83
37 H -2.81 3.18 -2.34
38 C 3.84 -0.66 -1.15
39 C 2.62 -1.47 -1.54
40 O 1.55 -0.86 -1.63
41 N 2.72 -2.79 -1.85
42 C 1.59 -3.61 -2.24
43 H 3.73 -0.51 -0.08
44 H 3.83 0.29 -1.69
45 H 4.74 -1.22 -1.39
46 H 3.59 -3.28 -1.70
47 H 1.66 -4.41 -1.50
48 H 1.59 -3.99 -3.26
49 H 0.63 -3.11 -2.11
50 C -2.89 2.00 1.99
51 C -1.96 1.02 2.68
52 O -1.61 0.05 2.01
53 N -1.67 1.18 4.01
54 C -0.71 0.43 4.81
55 H -3.00 2.92 2.57
56 H -3.90 1.59 2.02
57 H -2.60 2.19 0.96
58 H -2.27 1.90 4.39
59 H 0.17 0.21 4.21
60 H -1.02 -0.54 5.20
61 H -0.43 1.04 5.67
62 O 1.54 -1.13 1.63
63 C 2.33 -0.62 2.44
64 O 3.01 -1.26 3.39
65 C 3.79 -0.37 4.21
66 C 3.01 0.95 4.10
67 C 2.50 0.85 2.66
68 H 4.84 -0.32 3.92
69 H 3.72 -0.62 5.27
70 H 3.73 1.76 4.22
71 H 2.14 1.16 4.72
72 H 3.25 1.11 1.91
73 H 1.58 1.35 2.37

**Multiplicity**: 5
**Molar mass**: 499.4 g/mol
**Orbital gap (spin up / spin down)**: 5.5 / 7.1 eV
**Highest occupied orbital energy (spin up / spin down)**: -9.7 / -15.0 eV
**⟨S²⟩**: 6.009
**Calculated total energy**: -65252.82313 eV
**Net charge**: +2

No. 2
This record from the OMol25 dataset describes 2 unconnected molecules or ions with the total composition C19H16F4NO4. The level of theory is ωB97M-V with the def2-TZVPD basis set.

Cartesian coordinates (Å):
1 F 0.88 -2.78 -0.89
2 C -0.31 -2.87 -0.26
3 C -0.38 -2.84 1.09
4 F 0.74 -2.75 1.83
5 C -1.64 -2.91 1.83
6 O -1.69 -2.89 3.06
7 C -2.83 -2.98 0.97
8 F -4.02 -2.98 1.60
9 C -2.76 -3.00 -0.37
10 F -3.88 -3.05 -1.12
11 C -1.50 -2.90 -1.11
12 O -1.45 -2.79 -2.34
13 C 1.69 0.76 -3.04
14 C 0.55 1.65 -2.57
15 N -0.61 0.89 -2.10
16 C -1.76 0.89 -3.01
17 C -2.61 2.14 -2.91
18 C -0.82 0.46 -0.80
19 C 0.28 0.64 0.11
20 C 0.18 0.37 1.50
21 C 1.36 0.73 2.38
22 C 2.45 1.51 1.96
23 C 3.52 1.78 2.82
24 C 3.51 1.31 4.14
25 C 2.41 0.56 4.58
26 C 1.35 0.27 3.71
27 O -0.82 -0.16 2.03
28 O -1.91 -0.07 -0.50
29 H 2.56 1.40 -3.26
30 H 1.97 0.03 -2.28
31 H 1.41 0.23 -3.96
32 H 0.90 2.34 -1.79
33 H 0.18 2.25 -3.41
34 H -1.34 0.77 -4.01
35 H -2.36 0.01 -2.76
36 H -3.46 2.02 -3.59
37 H -2.98 2.26 -1.89
38 H -2.04 3.03 -3.20
39 H 1.22 1.00 -0.31
40 H 2.45 1.92 0.95
41 H 4.37 2.36 2.45
42 H 4.34 1.53 4.81
43 H 2.36 0.20 5.61
44 H 0.50 -0.32 4.05

**Molar mass**: 398.3 g/mol
**Orbital gap**: 4.9 eV
**Energy relative to the best compared isomer or geometry (same formula, charge and spin)**: 0.0 kJ/mol
**Highest occupied orbital energy**: -3.9 eV
**Calculated total energy**: -40512.50490 eV
**Net charge**: -1

No. 3
This record from the OMol25 dataset describes a molecular structure, C5H8O2. The level of theory is ωB97M-V with the def2-TZVPD basis set.

Cartesian coordinates (Å):
1 C -1.38 1.15 -0.31
2 C -0.26 0.17 -0.11
3 C 0.04 -0.48 1.27
4 O 1.46 -0.37 1.09
5 C 1.21 0.37 -0.06
6 C 0.40 -0.61 -1.18
7 O 0.54 -1.98 -1.09
8 H -1.38 1.91 0.47
9 H -1.28 1.63 -1.29
10 H -2.34 0.63 -0.29
11 H -0.28 -1.51 1.48
12 H -0.27 0.18 2.09
13 H 1.78 1.28 -0.28
14 H 1.28 -0.13 -1.63
15 H 0.48 -2.24 -0.16

**Molar mass**: 100.1 g/mol
**Orbital gap**: 9.0 eV
**Energy relative to the best compared isomer or geometry (same formula, charge and spin)**: 437.8 kJ/mol
**Highest occupied orbital energy**: -8.2 eV
**Calculated total energy**: -9405.29479 eV
**Net charge**: 0